Density functional theory data (ωB97M-V/def2-TZVPD) for an isolated molecule of C3H6Br2N2 at a distorted geometry.

The geometry in ORCA input format:
```
! RIJCOSX wB97M-V def2-TZVPD def2/J DEFGRID3
* xyz 0 1
Br -1.235 -0.623 2.304
N -1.313 -0.425 0.514
C -0.960 0.883 -0.034
C 0.554 0.910 0.015
C 0.993 -0.503 -0.578
N -0.205 -1.390 -0.477
Br -0.034 -2.975 0.371
H -1.370 1.734 0.539
H -1.338 0.915 -0.973
H 1.054 1.699 -0.684
H 0.902 1.022 0.940
H 0.985 -0.530 -1.691
H 1.967 -0.717 -0.247
*
```

Output
**Energy above the lowest of the compared OMol25 structures with the same formula, charge and spin**: 114.9 kJ/mol
**Frontier orbital gap**: 9.43 eV
**HOMO level**: -0.32792 hartree
**SMILES string**: BrN1CCCN1Br


Density functional theory data (ωB97M-V/def2-TZVPD) for an isolated molecule of C3H3NS at a distorted geometry.

The geometry in ORCA input format:
```
! RIJCOSX wB97M-V def2-TZVPD def2/J DEFGRID3
* xyz 0 3
C -1.377 -0.351 -0.121
C 0.966 0.065 0.513
C -0.088 0.074 -0.567
N -2.426 -0.518 0.306
S 0.412 1.714 0.068
H 0.571 -0.395 1.380
H 1.969 -0.356 0.086
H -0.028 -0.232 -1.665
*
```

Output
**Energy above the lowest of the compared OMol25 structures with the same formula, charge and spin**: 246.8 kJ/mol
**Frontier orbital gap (spin up / spin down)**: 6.28 / 7.39 eV
**HOMO level (spin up / spin down)**: -0.20748 / -0.39543 hartree
**⟨S²⟩**: 2.0061


Density functional theory data (ωB97M-V/def2-TZVPD) for a structure of composition C52H49NP2PdSb2 at a distorted geometry.

The geometry in ORCA input format:
```
! RIJCOSX wB97M-V def2-TZVPD def2/J DEFGRID3
* xyz 2 1
Pd 0.136 0.342 -0.076
C 2.013 1.379 2.963
N 2.008 1.926 1.588
P 2.458 0.795 0.329
C 3.014 1.808 -1.054
C 2.284 1.754 -2.238
C 2.653 2.536 -3.323
C 3.748 3.378 -3.222
C 4.484 3.435 -2.043
C 4.124 2.648 -0.964
C 3.954 -0.006 0.951
C 4.218 -1.312 0.547
C 5.406 -1.929 0.913
C 6.327 -1.249 1.694
C 6.061 0.048 2.115
C 4.881 0.670 1.747
P 0.520 2.489 0.929
C 0.931 4.010 0.064
C 0.196 4.397 -1.051
C 0.446 5.620 -1.654
C 1.434 6.451 -1.146
C 2.176 6.061 -0.039
C 1.929 4.841 0.567
C -0.617 3.014 2.239
C -1.970 3.057 1.902
C -2.910 3.536 2.798
C -2.507 3.977 4.051
C -1.161 3.969 4.384
C -0.217 3.505 3.479
H 2.678 0.520 3.014
H 1.020 1.048 3.280
H 2.382 2.120 3.668
H 1.413 1.108 -2.318
H 2.085 2.486 -4.242
H 4.038 3.992 -4.065
H 5.341 4.091 -1.970
H 4.704 2.695 -0.052
H 3.504 -1.858 -0.054
H 5.606 -2.941 0.590
H 7.252 -1.730 1.982
H 6.775 0.575 2.733
H 4.683 1.681 2.081
H -0.564 3.745 -1.460
H -0.124 5.922 -2.522
H 1.631 7.404 -1.618
H 2.949 6.710 0.350
H 2.516 4.529 1.422
H -2.295 2.753 0.909
H -3.954 3.575 2.517
H -3.238 4.346 4.757
H -0.839 4.337 5.349
H 0.829 3.552 3.749
C 0.171 -2.256 2.071
C -1.152 -1.955 2.796
C -1.831 -0.615 2.551
Sb -2.387 -0.147 0.374
C -4.242 -1.138 0.376
C -4.630 -1.917 1.469
C -5.876 -2.516 1.489
C -6.752 -2.327 0.427
C -6.381 -1.537 -0.651
C -5.130 -0.942 -0.678
C -2.403 0.171 -1.848
C -2.073 1.415 -2.355
C -1.855 1.573 -3.721
C -1.951 0.477 -4.564
C -2.276 -0.773 -4.048
C -2.505 -0.931 -2.689
Sb -0.351 -2.348 0.003
C -1.619 -4.040 0.197
C -2.911 -4.124 -0.304
C -3.654 -5.286 -0.137
C -3.109 -6.369 0.532
C -1.814 -6.296 1.029
C -1.072 -5.138 0.862
C 0.935 -3.026 -1.525
C 1.876 -2.189 -2.115
C 2.658 -2.644 -3.163
C 2.490 -3.936 -3.644
C 1.531 -4.764 -3.080
C 0.747 -4.312 -2.028
H 0.575 -3.208 2.411
H 0.914 -1.475 2.233
H -0.952 -1.990 3.873
H -1.855 -2.772 2.605
H -1.201 0.240 2.804
H -2.765 -0.529 3.104
H -3.959 -2.087 2.299
H -6.169 -3.128 2.332
H -7.730 -2.788 0.445
H -7.069 -1.380 -1.470
H -4.854 -0.327 -1.526
H -1.991 2.271 -1.696
H -1.615 2.550 -4.119
H -1.780 0.592 -5.625
H -2.355 -1.626 -4.709
H -2.761 -1.915 -2.311
H -3.363 -3.292 -0.827
H -4.660 -5.337 -0.531
H -3.688 -7.274 0.663
H -1.380 -7.144 1.541
H -0.058 -5.114 1.244
H 1.995 -1.167 -1.776
H 3.391 -1.985 -3.610
H 3.096 -4.291 -4.466
H 1.387 -5.766 -3.458
H 0.002 -4.976 -1.610
*
```

Output
**Energy above the lowest of the compared OMol25 structures with the same formula, charge and spin**: 347.8 kJ/mol
**Frontier orbital gap (spin up / spin down)**: 5.30 / 5.06 eV
**HOMO level (spin up / spin down)**: -0.45415 / -0.45455 hartree


Density functional theory data (ωB97M-V/def2-TZVPD) for a structure of composition C5H6Si at a distorted geometry.

The geometry in ORCA input format:
```
! RIJCOSX wB97M-V def2-TZVPD def2/J DEFGRID3
* xyz 0 1
C -0.486 1.354 0.010
C 0.947 1.384 0.019
C -1.071 0.045 0.016
C -0.228 -1.024 -0.709
C -0.335 -1.028 0.802
Si 1.355 -0.464 0.032
H -0.922 2.345 -0.064
H 1.650 2.244 0.181
H -2.083 0.076 0.029
H -0.718 -1.654 -1.345
H -0.687 -1.899 1.433
H 2.577 -1.378 -0.407
*
```

Output
**Energy above the lowest of the compared OMol25 structures with the same formula, charge and spin**: 175.8 kJ/mol
**Frontier orbital gap**: 9.41 eV
**HOMO level**: -0.31332 hartree


Number 1: E_tot -146268.969 eV. Number 2: E_tot -15479.126 eV. Number 3: E_tot -91326.062 eV. Number 4: E_tot -13155.629 eV.